[1]
DFT (ωB97M-V/def2-TZVPD) results for C12H10N2O21S4V as an isolated structure.

Values from the calculation:
Molecular weight ... 697.417 g mol⁻¹
Multiplicity ... 2
Net charge ... -6
Frontier orbital gap (alpha / beta) ... 2.488 / 2.484 eV
Energy ... -127585.7681 eV

Last column: Mulliken spin population.
Geometry (Å):
O (20.5645, -14.7365, 16.8402)  -0.003
V (19.9622, -14.9926, 18.2865)  -0.002
S (19.5877, -12.3036, 19.1199)  0.000
O (20.7653, -13.2282, 19.2741)  0.000
O (18.8212, -13.1654, 18.2190)  0.000
O (18.9718, -12.3183, 20.4561)  0.000
O (20.0462, -10.9615, 18.7729)  0.000
S (18.8272, -17.5616, 17.3390)  0.000
O (18.4608, -16.0992, 17.4896)  0.002
O (20.2308, -17.4787, 17.7728)  0.000
O (18.0865, -18.4208, 18.2047)  0.000
O (18.7220, -18.0591, 15.9406)  0.001
S (22.7207, -16.2122, 20.2267)  0.000
O (21.9903, -16.8246, 21.3457)  0.000
O (21.7933, -15.7872, 19.1292)  0.001
O (23.3850, -15.0122, 20.7643)  0.000
O (23.6311, -17.2106, 19.6221)  0.000
S (18.4145, -16.4205, 21.2698)  0.000
O (19.1538, -15.6181, 20.1992)  0.000
O (18.8275, -17.8266, 21.1724)  0.000
O (18.7853, -15.7568, 22.5316)  0.000
O (16.9399, -16.4313, 21.0984)  0.000
C (23.3543, -18.7746, 14.9808)  0.000
C (24.2303, -18.2167, 14.0551)  0.000
C (23.8753, -17.0370, 13.3978)  0.001
C (22.6119, -16.4781, 13.6374)  -0.002
C (21.7434, -17.0921, 14.5133)  0.004
C (22.0836, -18.2484, 15.1909)  0.000
N (22.2950, -15.2186, 12.9429)  0.009
O (22.7778, -15.1037, 11.8143)  -0.008
O (21.5710, -14.4209, 13.4633)  -0.003
H (23.6243, -19.7541, 15.3629)  0.000
H (25.2310, -18.6045, 13.9030)  0.000
H (24.6133, -16.5338, 12.7885)  0.000
H (20.7428, -16.7406, 14.7599)  0.001
H (21.2581, -18.8457, 15.5579)  0.000
C (17.9439, -14.2698, 14.8565)  0.093
C (18.7952, -13.2856, 14.3081)  -0.063
C (18.8801, -13.0951, 12.9546)  0.111
C (18.2128, -13.9939, 12.0826)  -0.097
C (17.4846, -15.0465, 12.5967)  0.168
C (17.2824, -15.1242, 13.9871)  -0.090
N (18.3854, -13.7947, 10.6409)  0.367
O (17.9011, -14.7432, 9.9008)  0.228
O (18.9747, -12.7705, 10.1563)  0.235
H (17.8800, -14.2370, 15.9384)  0.023
H (19.4327, -12.7770, 15.0232)  -0.002
H (19.4347, -12.2927, 12.4862)  0.004
H (16.9630, -15.7672, 11.9828)  0.028
H (16.8674, -15.9722, 14.5248)  -0.004


[2]
DFT (ωB97M-V/def2-TZVPD) results for C21H31BrFeN3O7Si as an isolated structure.

Values from the calculation:
Molecular weight ... 601.328 g mol⁻¹
Multiplicity ... 5
Net charge ... -1
Frontier orbital gap (alpha / beta) ... 6.448 / 6.517 eV
ΔE to the lowest compared entry with this formula, charge and spin ... 23.60 kcal per mole
Energy ... -153394.1250 eV

Last column: Mulliken spin population.
Geometry (Å):
Fe (0.3041, 0.2804, -0.9637)  4.000
O (4.9576, 2.9004, -3.9624)  0.003
C (4.0314, 2.4058, -3.3665)  0.002
C (2.8086, 1.7364, -3.9798)  0.007
O (2.6406, 1.4727, -5.1608)  0.000
C (1.9308, 1.4528, -2.8593)  -0.026
C (2.5742, 1.6870, -1.6291)  0.008
O (2.0167, 1.3535, -0.5242)  0.038
C (3.8739, 2.3323, -1.8452)  0.006
O (4.6855, 2.7167, -1.0271)  0.001
O (0.7399, 0.9432, -2.9003)  0.027
O (-2.9674, 5.7080, 0.0386)  0.000
C (-2.1954, 4.6102, -0.1822)  0.000
C (-0.9838, 4.4023, 0.4727)  -0.001
C (-0.2784, 3.2516, 0.1832)  -0.002
N (-0.7139, 2.3407, -0.6882)  0.000
C (-1.8538, 2.5681, -1.3161)  -0.002
Br (-2.3959, 1.2701, -2.5738)  0.012
C (-2.6512, 3.6801, -1.1065)  0.004
H (-2.5407, 6.2751, 0.6891)  0.000
H (-0.5975, 5.1152, 1.1898)  0.000
H (0.6765, 3.0319, 0.6456)  0.002
H (-3.5798, 3.8258, -1.6349)  0.001
C (-1.2314, -2.8221, 0.4000)  0.017
Si (-0.8325, -1.0330, 0.9488)  -0.143
C (-2.5033, -0.4377, 1.7632)  -0.011
C (-2.9981, -1.3739, 2.8688)  0.000
C (-3.5721, -0.4197, 0.6638)  0.017
C (-2.4409, 0.9852, 2.3294)  0.004
C (0.5475, -1.2900, 2.3179)  0.007
C (0.3794, -2.5486, 3.1724)  0.000
C (1.8842, -1.4281, 1.5788)  0.024
C (0.6722, -0.0890, 3.2575)  0.004
H (-1.4088, -3.5077, 1.2308)  0.000
H (-0.4136, -3.2161, -0.2065)  -0.003
H (-2.1259, -2.8344, -0.2280)  0.000
H (-3.1741, -2.3858, 2.4986)  0.000
H (-3.9467, -1.0030, 3.2792)  0.000
H (-2.2916, -1.4416, 3.6977)  0.000
H (-3.6424, -1.3656, 0.1225)  -0.001
H (-3.3793, 0.3606, -0.0701)  -0.010
H (-4.5553, -0.2167, 1.1075)  0.000
H (-1.9110, 1.0352, 3.2796)  0.000
H (-3.4575, 1.3613, 2.5029)  0.000
H (-1.9493, 1.6779, 1.6419)  -0.002
H (0.4383, -3.4548, 2.5674)  0.000
H (-0.5668, -2.5792, 3.7151)  0.000
H (1.1843, -2.6031, 3.9168)  0.000
H (1.8565, -2.2319, 0.8415)  -0.005
H (2.6839, -1.6537, 2.2977)  0.001
H (2.1688, -0.5158, 1.0515)  0.003
H (-0.1292, -0.0605, 3.9984)  0.000
H (0.6648, 0.8614, 2.7180)  -0.003
H (1.6207, -0.1409, 3.8072)  0.001
C (2.6047, -4.0458, -1.8186)  0.000
N (2.2774, -3.2271, -2.9624)  0.002
C (1.5330, -2.0879, -2.8601)  0.003
N (1.2012, -1.4820, -4.0305)  0.000
O (1.1657, -1.6584, -1.7624)  0.006
H (3.6638, -4.3063, -1.8215)  0.000
H (2.0090, -4.9626, -1.7908)  0.000
H (2.3916, -3.4728, -0.9212)  0.000
H (2.4216, -3.6060, -3.8813)  0.000
H (1.8079, -1.6188, -4.8224)  0.000
H (0.8715, -0.5210, -3.8982)  0.004


[3]
DFT (ωB97M-V/def2-TZVPD) results for a 2-piece molecular cluster, CH3BrO2 overall.

Values from the calculation:
Molecular weight ... 126.937 g mol⁻¹
Net charge ... 0
Frontier orbital gap (alpha / beta) ... 9.433 / 9.426 eV
ΔE to the lowest compared entry with this formula, charge and spin ... 70.41 kcal per mole
Energy ... -75219.8381 eV

Last column: Löwdin charge in e.
Geometry (Å):
C (0.1924, 0.3384, 0.4566)  -0.690
O (-0.9875, -1.4231, -0.0531)  -0.340
O (-0.5043, 1.3124, -0.1157)  0.035
Br (1.8587, -0.1391, -0.0582)  0.865
H (-0.0974, 0.1540, 1.4598)  0.075
H (-0.2936, -1.7628, -0.7518)  -0.009
H (-0.1683, 1.5201, -0.9376)  0.064


[4]
DFT (ωB97M-V/def2-TZVPD) results for a 3-piece molecular cluster, C2H7NO3 overall.

Values from the calculation:
Molecular weight ... 93.082 g mol⁻¹
Multiplicity ... 2
Net charge ... -1
Frontier orbital gap (alpha / beta) ... 8.727 / 5.913 eV
ΔE to the lowest compared entry with this formula, charge and spin ... 7.56 kcal per mole
Energy ... -9818.5965 eV

Last column: Mulliken spin population.
Geometry (Å):
O (1.2773, -0.0576, -1.4785)  0.001
C (2.1332, -0.2408, -0.5519)  -0.001
O (2.0785, 0.2735, 0.5743)  0.000
C (-1.1615, 1.1252, 0.7226)  0.000
N (-1.4073, 0.4455, -0.5429)  0.530
H (3.0355, -0.7966, -0.8760)  0.001
H (-0.3201, 1.8035, 0.5529)  0.009
H (-0.7275, 0.3730, 1.3886)  0.040
H (-2.1166, 1.6386, 1.0173)  0.008
H (-2.4645, -2.2852, 1.2429)  -0.017
H (-2.0386, -0.3373, -0.3263)  -0.012
H (-0.5217, 0.2275, -1.0118)  -0.028
O (-2.2661, -1.3689, 1.0099)  0.469